Run P
The following is a quantum chemistry calculation of a 2-piece molecular cluster, C2H3BrClNO2 overall, from OMol25.

Last column: Löwdin charge in e.
CARTESIAN COORDINATES (ANGSTROEM)
C  0.971  -0.719  0.034  -0.229
C  -0.490  -0.749  0.466  -1.221
N  -0.651  1.584  -0.414  -0.296
O  0.408  1.878  -0.795  0.084
O  -1.705  2.104  -0.421  0.094
Cl  -0.859  -0.540  2.089  0.666
Br  -1.770  -1.604  -0.694  0.661
H  1.119  -0.588  -1.116  0.110
H  1.641  -1.561  0.457  0.111
H  1.337  0.194  0.393  0.019

Gap between HOMO and LUMO (alpha / beta) ... 9.18 / 7.23 eV
LUMO level (alpha / beta) ... -0.5285 / -1.1462 eV
Charge ... 0
Molar mass ... 188.41 g/mol

=====

Run Q
The following is a quantum chemistry calculation of an isolated molecule of C2H3BrClNO2, from OMol25.

Last column: Löwdin charge in e.
CARTESIAN COORDINATES (ANGSTROEM)
O  2.323  -0.100  0.929  0.073
N  1.251  -0.491  0.493  -0.445
O  1.041  -1.616  0.098  0.056
C  0.054  0.512  0.342  -0.599
Cl  -0.649  0.395  2.027  0.627
C  -0.856  -0.088  -0.735  -0.628
Br  -1.784  1.347  -1.669  0.647
H  0.568  1.498  0.219  0.123
H  -0.194  -0.698  -1.286  0.043
H  -1.755  -0.760  -0.417  0.103

Gap between HOMO and LUMO ... 10.45 eV
Structure (SMILES) ... O=[N+]([O-])[C@H](Cl)CBr
LUMO level ... -0.4469 eV
Charge ... 0
Molar mass ... 188.41 g/mol

=====

Quick ranking, most stable first: run Q, run P.

=====

Run P
The following is a quantum chemistry calculation of a 2-piece molecular cluster, C3H4FO2 overall, from OMol25.

Last column: Löwdin charge in e.
CARTESIAN COORDINATES (ANGSTROEM)
C  -2.764  0.752  -0.027  0.168
C  -0.668  -0.533  -0.041  -0.041
C  2.848  -0.342  0.037  -0.049
O  0.412  -0.987  -0.050  0.318
O  -1.671  0.083  0.157  0.238
F  2.274  0.814  0.031  -0.012
H  -3.409  1.056  0.814  0.139
H  -3.330  0.540  -0.863  0.092
H  3.597  -0.451  0.807  0.076
H  2.711  -0.932  -0.867  0.070

Gap between HOMO and LUMO (alpha / beta) ... 9.90 / 4.75 eV
LUMO level (alpha / beta) ... -5.5051 / -6.8263 eV
Charge ... +1
Molar mass ... 91.06 g/mol

=====

Run Q
The following is a quantum chemistry calculation of a 2-piece molecular cluster, C3H4FO2 overall, from OMol25.

Last column: Löwdin charge in e.
CARTESIAN COORDINATES (ANGSTROEM)
C  0.053  1.621  -0.017  0.133
C  -1.554  -0.210  -0.011  -0.172
C  0.974  -1.404  0.032  0.058
O  -2.379  -0.997  -0.132  0.357
O  -0.996  0.836  0.175  0.185
F  1.440  -0.190  0.132  -0.008
H  0.348  2.209  0.838  0.125
H  0.314  1.905  -1.027  0.127
H  0.785  -1.923  0.959  0.097
H  1.015  -1.847  -0.948  0.096

Gap between HOMO and LUMO (alpha / beta) ... 8.65 / 7.83 eV
LUMO level (alpha / beta) ... -5.7813 / -5.9107 eV
Charge ... +1
Molar mass ... 91.06 g/mol

=====

Quick ranking, most stable first: run Q, run P.

=====

Run P
The following is a quantum chemistry calculation of C2H13N3O3 as an isolated structure, from OMol25.

Last column: Löwdin charge in e.
CARTESIAN COORDINATES (ANGSTROEM)
H  0.877  0.258  -0.637  0.031
O  1.978  0.581  -0.232  -0.210
N  -0.383  0.030  -0.664  0.144
H  1.767  0.941  0.580  -0.006
H  -0.996  0.609  -1.145  0.061
C  -0.872  -0.819  0.247  -0.447
N  -2.077  -0.625  0.807  0.012
H  -2.647  -1.345  0.839  0.073
N  -0.049  -1.736  0.802  0.188
H  -0.248  -2.119  1.660  0.074
H  0.906  -2.015  0.477  0.069
C  -2.809  0.607  0.820  -0.080
H  -3.485  0.604  1.693  0.096
H  -2.221  1.497  0.861  0.078
H  -3.369  0.781  -0.101  0.083
O  2.419  -1.906  -0.187  -0.094
H  2.442  -0.895  -0.422  0.036
H  2.957  -2.328  -0.793  0.002
O  1.753  3.029  -1.493  -0.111
H  1.700  2.159  -0.974  0.001
H  2.356  2.691  -2.136  0.000

Gap between HOMO and LUMO ... 10.20 eV
LUMO level ... 0.5336 eV
Charge ... 0
Molar mass ... 127.14 g/mol

=====

Run Q
The following is a quantum chemistry calculation of a 4-piece molecular cluster, C2H13N3O3 overall, from OMol25.

Last column: Löwdin charge in e.
CARTESIAN COORDINATES (ANGSTROEM)
H  -0.083  0.218  -2.226  0.051
N  0.342  0.021  -1.326  0.087
C  0.514  1.071  -0.606  -0.566
N  -0.087  2.284  -0.836  0.138
N  1.384  1.113  0.485  -0.034
C  2.193  -0.098  0.671  -0.105
H  0.219  3.082  -0.310  0.094
H  -0.501  2.451  -1.734  0.091
H  0.810  1.307  1.314  0.097
H  1.677  -0.843  1.275  0.061
H  2.518  -0.511  -0.276  0.077
H  3.059  0.241  1.242  0.076
O  -0.475  -2.008  0.626  -0.080
H  -1.080  -2.649  0.234  0.049
H  0.083  -1.683  -0.100  0.012
O  -2.362  -1.853  -1.374  -0.063
H  -3.139  -1.299  -1.510  0.046
H  -1.614  -1.238  -1.387  -0.003
O  -0.699  0.269  2.032  -0.086
H  -0.386  -0.073  2.887  0.059
H  -0.750  -0.584  1.541  0.001

Gap between HOMO and LUMO ... 10.07 eV
Structure (SMILES) ... [H]/N=C(\N)NC.O.O.O
LUMO level ... 0.7378 eV
Charge ... 0
Molar mass ... 127.14 g/mol

=====

Run R
The following is a quantum chemistry calculation of C2H13N3O3 as an isolated structure, from OMol25.

Last column: Löwdin charge in e.
CARTESIAN COORDINATES (ANGSTROEM)
H  1.168  0.759  -0.033  0.058
O  2.222  0.355  -0.589  -0.267
N  -0.053  0.797  0.472  0.110
H  2.763  0.953  -0.060  0.032
H  -0.522  1.581  0.002  0.092
C  -0.644  -0.359  0.633  -0.503
N  -2.010  -0.541  0.588  -0.017
H  -2.359  -1.476  0.680  0.119
N  0.078  -1.365  1.126  0.166
H  -0.308  -2.276  1.463  0.139
H  1.100  -1.407  1.040  0.111
C  -2.922  0.476  1.151  -0.055
H  -3.010  0.074  2.150  0.079
H  -2.628  1.491  0.997  0.069
H  -3.909  0.291  0.626  0.101
O  2.303  -2.162  -1.087  -0.130
H  2.158  -1.187  -0.915  -0.042
H  2.880  -2.134  -1.853  0.017
O  0.959  2.324  -2.019  -0.091
H  1.594  1.822  -1.470  -0.020
H  1.141  1.986  -2.902  0.033

Gap between HOMO and LUMO ... 10.13 eV
LUMO level ... 0.5576 eV
Charge ... 0
Molar mass ... 127.14 g/mol

=====

Quick ranking, most stable first: run Q, run R, run P.

=====

Run P
The following is a quantum chemistry calculation of a 2-piece molecular cluster, C2H4OS2 overall, from OMol25.

Last column: Löwdin charge in e.
CARTESIAN COORDINATES (ANGSTROEM)
C  -0.953  -0.584  -1.048  -0.027
C  0.014  -0.853  -0.196  -0.239
O  0.058  1.785  -0.162  -0.529
S  2.668  0.932  0.469  0.251
S  0.754  0.761  0.579  0.267
H  -1.657  -1.245  -1.569  0.084
H  -1.220  0.432  -1.233  0.043
H  0.233  -1.757  0.235  0.037
H  0.103  0.529  2.924  0.113

Gap between HOMO and LUMO (alpha / beta) ... 8.22 / 7.25 eV
LUMO level (alpha / beta) ... -1.0641 / -2.4347 eV
Charge ... 0
Molar mass ... 108.19 g/mol

=====

Run Q
The following is a quantum chemistry calculation of a 2-piece molecular cluster, C2H4OS2 overall, from OMol25.

Last column: Löwdin charge in e.
CARTESIAN COORDINATES (ANGSTROEM)
C  0.519  -0.139  0.162  -0.067
C  -0.797  -0.288  -0.040  -0.087
O  -3.798  -2.480  0.039  -0.594
S  -2.274  -3.273  2.309  0.217
S  -3.607  -2.196  1.466  0.371
H  1.259  -0.657  -0.400  0.043
H  0.983  0.396  0.887  0.002
H  -0.964  -0.819  -1.006  0.052
H  -1.845  0.030  0.316  0.063

Gap between HOMO and LUMO ... 8.18 eV
LUMO level ... -2.0058 eV
Charge ... 0
Molar mass ... 108.19 g/mol

=====

Run R
The following is a quantum chemistry calculation of a 2-piece molecular cluster, C2H4OS2 overall, from OMol25.

Last column: Löwdin charge in e.
CARTESIAN COORDINATES (ANGSTROEM)
O  -2.371  0.994  0.041  -0.003
C  -1.235  0.435  0.035  -0.746
S  -1.021  -1.174  0.005  0.830
H  -2.546  1.897  -0.390  0.185
H  -0.167  0.905  -0.096  -0.055
C  1.460  -0.951  0.070  -0.735
S  1.852  0.657  0.012  0.521
H  1.783  -1.554  -0.818  0.024
H  1.667  -1.497  0.941  -0.022

Gap between HOMO and LUMO ... 8.08 eV
Structure (SMILES) ... OC=S.C=S
LUMO level ... -0.0918 eV
Charge ... 0
Molar mass ... 108.19 g/mol

=====

Quick ranking, most stable first: run Q, run R, run P.

=====

Run P
The following is a quantum chemistry calculation of C2H7N2 as an isolated structure, from OMol25.

Last column: Löwdin charge in e.
CARTESIAN COORDINATES (ANGSTROEM)
C  -0.042  -0.255  0.106  -0.143
C  -0.929  0.853  0.057  -0.015
N  -0.251  -1.528  0.185  0.224
N  1.837  0.059  -0.024  0.142
H  -1.318  1.046  0.955  0.061
H  -0.398  1.799  -0.339  0.142
H  -1.883  0.662  -0.555  0.152
H  -1.186  -2.083  0.108  0.220
H  0.605  -2.052  0.223  0.132
H  2.058  0.317  0.941  0.057
H  1.655  0.929  -0.510  0.027

Gap between HOMO and LUMO ... 11.02 eV
LUMO level ... -5.0308 eV
Charge ... +1
Molar mass ... 59.09 g/mol

=====

Run Q
The following is a quantum chemistry calculation of an isolated ion of composition C2H7N2 and charge +1, from OMol25.

Last column: Löwdin charge in e.
CARTESIAN COORDINATES (ANGSTROEM)
C  -0.697  0.820  0.091  -0.197
N  -1.088  -0.523  -0.309  0.050
C  0.562  -0.941  0.120  0.042
N  0.698  0.519  -0.231  0.057
H  -1.169  1.667  -0.569  0.176
H  -0.555  1.157  1.134  0.142
H  -1.740  -1.101  0.290  0.132
H  0.722  -1.441  1.051  0.117
H  0.946  -1.612  -0.677  0.129
H  0.973  0.399  -1.198  0.183
H  1.347  1.056  0.297  0.168

Gap between HOMO and LUMO ... 11.39 eV
Structure (SMILES) ... C1NC[NH2+]1
LUMO level ... -3.9055 eV
Charge ... +1
Molar mass ... 59.09 g/mol

=====

Quick ranking, most stable first: run P, run Q.

=====

Run P
The following is a quantum chemistry calculation of an isolated molecule of C5H9NS2, from OMol25.

Last column: Löwdin charge in e.
CARTESIAN COORDINATES (ANGSTROEM)
C  -0.627  1.705  0.930  0.027
C  0.255  1.267  0.064  -0.364
C  1.487  2.071  -0.178  -0.066
C  0.068  -0.050  -0.735  -0.222
N  0.083  -1.004  0.315  -0.083
C  -0.461  -2.180  0.231  -1.093
S  -1.309  -2.853  -1.181  0.754
S  -0.601  -3.055  1.765  0.728
H  -0.541  2.568  1.550  0.056
H  -1.425  1.038  1.266  0.069
H  2.260  1.350  -0.666  0.106
H  1.739  2.461  0.791  0.073
H  1.438  2.804  -0.943  0.062
H  -0.921  -0.087  -1.243  0.107
H  1.011  -0.148  -1.250  0.110
H  -1.131  -1.756  -1.935  -0.152
H  -1.325  -4.130  1.219  -0.112

Gap between HOMO and LUMO ... 9.52 eV
Structure (SMILES) ... C=C(C)CN=C(S)S
LUMO level ... 0.5678 eV
Charge ... 0
Molar mass ... 147.27 g/mol

=====

Run Q
The following is a quantum chemistry calculation of an isolated molecule of C5H9NS2, from OMol25.

Last column: Löwdin charge in e.
CARTESIAN COORDINATES (ANGSTROEM)
C  1.820  -2.150  0.052  0.004
C  2.090  -0.777  -0.152  -0.225
N  1.218  0.308  -0.427  -0.519
C  1.757  1.521  -0.189  -0.717
S  0.958  2.998  -0.195  0.583
S  -0.356  0.021  -0.969  0.945
C  -1.447  0.515  0.368  -0.542
C  -2.923  0.215  -0.161  -0.183
H  2.788  -2.709  0.178  0.047
H  0.900  -2.859  0.034  0.078
H  3.080  -0.425  0.045  0.081
H  2.933  1.569  -0.141  0.104
H  -1.395  -0.011  1.426  0.122
H  -1.387  1.530  0.672  0.007
H  -3.716  0.496  0.615  0.085
H  -3.288  0.691  -1.045  0.044
H  -3.033  -0.934  -0.110  0.087

Gap between HOMO and LUMO ... 8.65 eV
Structure (SMILES) ... C=CN(C=S)SCC
LUMO level ... 0.1649 eV
Charge ... 0
Molar mass ... 147.27 g/mol

=====

Quick ranking, most stable first: run P, run Q.